[1]
The following is a DFT calculation (ωB97M-V with the def2-TZVPD basis set) of one molecule with the formula C4H8Se in a non-equilibrium geometry.

Geometry (Å):
1 C 2.74651 -0.24216 0.05739
2 C 1.57429 0.10507 0.61855
3 C -0.52873 1.21629 -0.76308
4 C -1.33063 -1.06143 0.85280
5 Se 0.04582 -0.62779 -0.61728
6 H 3.70399 0.11622 0.51965
7 H 2.98945 -0.89300 -0.70001
8 H -1.36110 -2.17005 0.98019
9 H 0.16253 1.79272 -1.37220
10 H -1.62896 1.53305 -0.90852
11 H -0.29977 1.48732 0.28999
12 H -2.22764 -0.82642 0.45877
13 H -0.99744 -0.24757 1.59215


[2]
The following is a DFT calculation (ωB97M-V with the def2-TZVPD basis set) of a 2-piece molecular cluster, C4H8Si overall in a non-equilibrium geometry.

Geometry (Å):
1 C -0.33072 -1.81392 1.81069
2 C -0.67305 -0.33782 2.05575
3 Si 0.81352 -0.60496 0.93459
4 H 0.02396 -2.36305 2.67152
5 H -1.06317 -2.38236 1.25584
6 H -1.61257 0.00185 1.64275
7 H -0.53783 0.01734 3.06776
8 H 2.12920 -0.38729 1.49671
9 H 0.64266 -0.39807 -0.49173
10 C 0.30296 2.58084 -3.87502
11 C -0.00196 1.55693 -3.34289
12 H 0.55028 3.48946 -4.33824
13 H -0.24328 0.64106 -2.88773


[3]
The following is a DFT calculation (ωB97M-V with the def2-TZVPD basis set) of C4H9AlNO2 as an isolated structure.

Geometry (Å):
1 N -1.76021 -2.53592 -0.44998
2 C -1.83077 -1.27111 -0.52232
3 C -0.78609 -0.42702 -1.18700
4 C 0.21531 0.11724 -0.15328
5 C 0.17165 1.63740 0.07276
6 O 1.31288 2.00370 0.79831
7 Al 2.33074 0.51694 1.05018
8 O 1.53662 -0.26841 -0.39135
9 H -2.54916 -2.89018 0.08591
10 H -2.66642 -0.71683 -0.08157
11 H -0.26447 -1.02510 -1.92958
12 H -1.29889 0.39671 -1.69064
13 H -0.07136 -0.29359 0.83284
14 H 0.12917 2.19621 -0.87327
15 H -0.71957 1.87296 0.67248
16 H 3.91669 0.71874 0.97268
17 H 1.76905 -0.18188 2.40266

Results
Total charge: -1


[4]
The following is a DFT calculation (ωB97M-V with the def2-TZVPD basis set) of C4H9BBr4F4OZr as an isolated structure in a non-equilibrium geometry.

Geometry (Å):
1 Zr 0.34747 -1.40412 -1.64874
2 O 0.09251 -2.58325 -0.18081
3 H 0.44301 -2.88313 0.64437
4 B 0.75416 -5.75471 1.00970
5 F -0.14728 -4.80160 1.35539
6 F 1.34896 -5.99995 -0.20274
7 F 1.29553 -6.37624 2.05096
8 F 0.41144 -2.38731 -3.21092
9 Br 1.60811 1.51332 1.79435
10 C 0.40074 3.01066 1.66991
11 C -0.87642 3.05834 2.42786
12 Br -0.29139 2.49840 4.12992
13 H 0.15328 3.11852 0.57474
14 H 1.08638 3.78239 2.00376
15 H -1.71170 2.56103 2.07209
16 H -0.96203 4.04001 2.64787
17 Br -0.29516 3.19201 -2.80532
18 C -1.05514 0.29965 -2.42129
19 C -0.74894 1.61285 -1.91268
20 Br 2.46994 -0.30393 -1.27616
21 H -2.03492 0.30694 -2.78235
22 H -0.57460 -0.16864 -3.39081
23 H -0.08641 1.74508 -1.09014
24 H -1.62754 1.92368 -1.45897

Results
Total charge: +2


[5]
The following is a DFT calculation (ωB97M-V with the def2-TZVPD basis set) of one molecule with the formula C4H9BO in a non-equilibrium geometry.

Geometry (Å):
1 C 1.82344 0.04841 -0.59300
2 B 0.73574 -0.53651 0.43062
3 O 1.23386 -1.02677 1.85689
4 C -0.81050 -0.47043 0.39086
5 C -1.49090 0.91042 0.33375
6 C -1.61306 -0.09240 -0.89455
7 H 1.44387 0.71191 -1.39676
8 H 2.25320 -0.82057 -1.09756
9 H 2.67975 0.64582 -0.23266
10 H 2.14472 -0.75175 1.88217
11 H -1.32992 -1.20158 0.89122
12 H -0.90628 1.86146 0.38709
13 H -2.48879 1.00811 0.79141
14 H -2.66919 -0.51233 -0.98084
15 H -1.00594 0.22621 -1.76862


[6]
The following is a DFT calculation (ωB97M-V with the def2-TZVPD basis set) of C4H9BO6SSn as an isolated structure in a non-equilibrium geometry.

Geometry (Å):
1 O 0.19044 2.82890 -1.67376
2 S 0.21577 1.27270 -1.40948
3 O -0.09568 0.53666 -2.73769
4 C 1.96062 0.86242 -0.87986
5 C 2.10919 0.18610 0.60413
6 C 0.82481 0.50093 1.57111
7 C -0.55236 0.02639 0.79312
8 O -0.50894 -1.40696 0.35160
9 B -1.83369 -1.62884 -0.29305
10 O -1.81645 -2.06998 -1.71372
11 O -3.14859 -1.40036 0.33773
12 O -0.99777 0.94957 -0.26125
13 H 2.60159 1.86702 -0.91032
14 H 2.42303 0.14210 -1.71012
15 H 2.39650 -0.96162 0.55346
16 H 3.04895 0.71284 1.11700
17 H 0.74910 1.67296 1.71143
18 H 1.00536 -0.07499 2.59542
19 H -1.40538 0.04837 1.62867
20 H -2.09254 -1.26567 -2.27417
21 H -3.39401 -0.43545 0.10620
22 Sn -1.67995 -2.36309 2.49353

Results
Total charge: +2


[7]
The following is a DFT calculation (ωB97M-V with the def2-TZVPD basis set) of a 2-piece molecular cluster, C4H9Br2N2 overall in a non-equilibrium geometry.

Geometry (Å):
1 C -0.90053 0.15700 -0.44156
2 C 0.95463 0.83308 0.91694
3 C 1.04599 -1.36163 -0.46995
4 C -2.37290 2.67179 -0.21397
5 N 0.36144 -0.11368 -0.09564
6 N -1.78415 -0.50760 -1.09183
7 Br -3.91604 2.19798 -1.14434
8 Br -1.20379 3.97137 -0.89078
9 H 1.68597 0.16344 1.34979
10 H 1.48426 1.73908 0.57918
11 H 0.26145 1.13533 1.67984
12 H 2.09845 -1.24314 -0.18159
13 H 0.54058 -2.25765 -0.33616
14 H 1.15123 -1.18634 -1.52928
15 H -2.49607 2.37288 0.79991
16 H -2.63307 -0.04139 -1.31111
17 H -1.75055 -1.47235 -1.05233

Results
Total charge: +1


[8]
The following is a DFT calculation (ωB97M-V with the def2-TZVPD basis set) of a 3-piece molecular cluster, C4H9BrN overall in a non-equilibrium geometry.

Geometry (Å):
1 C 0.17138 1.10931 -0.92917
2 C 3.15493 0.66979 1.12095
3 C -0.58766 0.19645 -0.64642
4 C -1.32701 -0.96196 -0.26562
5 N -2.66404 -0.88757 -0.96539
6 Br -2.49749 1.09304 -3.51944
7 H 0.67404 1.96284 -1.07783
8 H 2.43613 -0.05770 1.31782
9 H 3.15242 1.07386 0.19155
10 H 4.11989 0.81804 1.71684
11 H -1.42516 -0.72629 0.81826
12 H -0.82326 -1.91709 -0.42924
13 H -2.99594 -1.75760 -1.37703
14 H -2.34149 -0.56242 -1.87565
15 H -3.52422 -0.51090 -0.44089

Results
Total charge: +1


[9]
The following is a DFT calculation (ωB97M-V with the def2-TZVPD basis set) of C4H9BrN2S2 as an isolated structure in a non-equilibrium geometry.

Geometry (Å):
1 C 1.06453 1.72657 -0.77354
2 C 1.25419 0.19455 -0.69616
3 C -1.55392 1.20064 0.77946
4 C -0.73115 -2.71584 0.17036
5 N 1.05304 2.19977 0.55473
6 N 0.42270 -0.29232 0.31518
7 S 0.21463 1.18692 1.38456
8 S 0.64192 -1.82394 0.99679
9 Br 3.30232 -0.38978 -0.33006
10 H 1.88441 2.29777 -1.44148
11 H 0.18963 1.76691 -1.42314
12 H 0.92856 -0.40515 -1.65350
13 H -2.06482 0.97738 1.67715
14 H -1.65446 0.43699 0.09083
15 H -1.73816 2.23660 0.26035
16 H -0.47168 -2.97091 -0.92083
17 H -1.68845 -2.17750 0.16897
18 H -1.05329 -3.44866 0.84033


[10]
The following is a DFT calculation (ωB97M-V with the def2-TZVPD basis set) of one molecule with the formula C4H9Cl2 in a non-equilibrium geometry.

Geometry (Å):
1 Cl 2.16832 -0.88394 -2.42012
2 Cl 1.77232 0.11662 -0.33396
3 C -0.32000 -1.42528 0.10342
4 C 0.06378 0.04542 0.13820
5 C -0.55677 0.87776 -0.98217
6 C 0.06828 0.67524 1.53678
7 H -0.11703 -1.91395 1.02978
8 H -1.41881 -1.43759 -0.12346
9 H 0.25535 -1.90308 -0.71773
10 H -0.45932 1.93051 -0.78272
11 H -0.01228 0.63833 -1.91645
12 H -1.61047 0.64404 -1.12152
13 H 0.08243 1.79694 1.43227
14 H -0.85995 0.43187 2.00518
15 H 0.94412 0.40711 2.15251

Results
2S+1: 2


[11]
The following is a DFT calculation (ωB97M-V with the def2-TZVPD basis set) of a 2-piece molecular cluster, C4H9Cl2O4P overall in a non-equilibrium geometry.

Geometry (Å):
1 O -0.76794 -1.81605 -2.59161
2 C -0.33607 -2.36824 -1.44110
3 O -1.24158 -2.62732 -0.29068
4 C -0.47305 -2.85087 0.95272
5 P -0.42023 -1.25464 2.04302
6 O 0.56917 -0.01334 1.32360
7 O 0.12366 -1.70846 3.63387
8 H 0.82329 -2.64560 -1.41075
9 H -0.96993 -3.74172 1.57229
10 H 0.65779 -3.15753 0.73546
11 H 1.50310 -0.32461 1.13362
12 H 1.12295 -1.82919 3.68019
13 Cl 1.81111 2.53512 -0.36601
14 C 0.25093 2.34460 -1.20456
15 C -0.48856 3.66522 -1.34982
16 Cl -1.06224 4.29138 0.21653
17 H -0.34298 1.60851 -0.65402
18 H 0.47183 1.93242 -2.19331
19 H -1.37309 3.52856 -1.97851
20 H 0.14184 4.43176 -1.81092


[12]
The following is a DFT calculation (ωB97M-V with the def2-TZVPD basis set) of one molecule with the formula C4H9ClN2 in a non-equilibrium geometry.

Geometry (Å):
1 N 1.03179 2.10891 -0.29697
2 C 0.48300 0.97398 -0.82165
3 C 0.21318 -0.26846 0.02657
4 Cl 1.64326 -0.94777 0.69701
5 C -0.41690 -1.32377 -0.61715
6 N -1.68833 -1.05490 0.22572
7 C -0.88552 -0.13650 1.12426
8 H 0.93942 2.40633 0.88692
9 H 2.25419 2.37847 -0.49698
10 H 1.18565 0.62677 -1.62053
11 H -0.61983 0.88341 -1.33803
12 H -0.48103 -1.35456 -1.71516
13 H 0.21738 -2.33669 -0.39205
14 H -1.88193 -1.95627 0.79608
15 H -0.60709 -0.80476 2.04771
16 H -1.38722 0.80583 1.49425


The E results, record by record, are as follows: -2558.4583; -446.5557; -605.5712; -10999.8596; -257.8841; -1245.7794; -5414.9467; -2786.0835; -3637.5731; -1078.1210; -1720.4350; -727.3381 hartree.